Record 1
Here is a molecular structure, C20H19F10N6OPbS from the Open Molecules 2025 dataset. Energies are from the ωB97M-V functional and the def2-TZVPD basis.

```
58
Properties=species:S:1:pos:R:3
Pb -0.356 -0.894 -1.179
C -2.397 1.849 -0.894
N -1.465 1.198 0.044
C -0.589 2.255 0.589
C 0.644 1.784 1.347
N 1.816 1.533 0.501
C 2.517 2.663 0.007
C 3.387 3.382 0.815
F 3.588 2.986 2.070
C 4.055 4.498 0.338
F 4.885 5.171 1.119
C 3.852 4.904 -0.973
F 4.484 5.966 -1.438
C 2.987 4.200 -1.798
F 2.797 4.590 -3.052
C 2.328 3.092 -1.300
F 1.503 2.409 -2.102
C -2.230 0.559 1.141
C -2.714 -0.829 0.743
N -1.602 -1.740 0.483
C -0.947 -2.335 1.550
C 0.129 -3.187 1.264
F 0.481 -3.333 -0.047
C 0.877 -3.860 2.198
F 1.893 -4.629 1.812
C 0.564 -3.729 3.543
F 1.263 -4.374 4.472
C -0.492 -2.911 3.885
F -0.822 -2.756 5.164
C -1.223 -2.233 2.918
F -2.221 -1.449 3.379
H -2.861 2.726 -0.429
H -3.186 1.159 -1.181
H -1.865 2.167 -1.791
H -1.186 2.880 1.265
H -0.279 2.898 -0.238
H 0.456 0.875 1.914
H 0.925 2.565 2.056
H -3.069 1.206 1.427
H -1.584 0.463 2.012
H -3.295 -0.761 -0.181
H -3.391 -1.211 1.505
N -1.344 -3.359 -2.110
N -2.364 -3.441 -3.057
C -3.003 -2.343 -3.500
N -3.987 -2.562 -4.379
S -2.656 -0.761 -3.024
H -0.619 -4.031 -2.333
H -1.702 -3.522 -1.169
H -2.764 -4.350 -3.246
H -4.203 -3.475 -4.742
H -4.503 -1.772 -4.725
C 3.646 0.106 -0.301
C 2.288 0.269 0.321
O 1.596 -0.698 0.633
H 4.408 0.493 0.379
H 3.732 0.651 -1.241
H 3.822 -0.951 -0.470
```

Computed properties:
Lowest unoccupied orbital energy in eV: -2.33
Charge: +1
Gap between HOMO and LUMO in Ha: 0.294
Molar mass in g mol⁻¹: 788.660
Energy relative to the best compared isomer or geometry (same formula, charge and spin) in kcal per mole: 0.00
HOMO in eV: -10.34
Energy in hartree: -2766.7702

Record 2
Here is a molecular structure, C20H19InN6O7P2 from the Open Molecules 2025 dataset. Energies are from the ωB97M-V functional and the def2-TZVPD basis.

```
55
Properties=species:S:1:pos:R:3
In -0.992 0.869 -0.401
C -2.847 0.149 3.633
C -2.568 0.729 2.403
N -1.414 0.480 1.792
C -0.536 -0.347 2.378
C -0.850 -0.931 3.594
N -1.997 -0.683 4.218
C 0.766 -0.532 1.673
C 1.882 -1.122 2.226
C 3.086 -1.112 1.515
C 3.125 -0.451 0.283
C 1.971 0.114 -0.217
N 0.820 0.011 0.452
C 1.899 0.959 -1.440
C 2.912 1.041 -2.380
N 2.831 1.846 -3.434
C 1.731 2.572 -3.565
C 0.686 2.485 -2.654
N 0.784 1.688 -1.594
C 4.304 -1.732 2.079
C 4.578 -1.656 3.439
C 5.739 -2.248 3.914
N 6.600 -2.901 3.138
C 6.326 -2.974 1.838
C 5.203 -2.402 1.259
H -3.777 0.357 4.145
H -3.264 1.388 1.903
H -0.171 -1.621 4.079
H 1.844 -1.580 3.203
H 4.067 -0.344 -0.235
H 3.809 0.441 -2.292
H 1.667 3.235 -4.418
H -0.229 3.049 -2.778
H 3.930 -1.118 4.121
H 5.988 -2.191 4.967
H 7.038 -3.517 1.227
H 5.027 -2.513 0.196
C -5.337 -0.102 -1.560
C -4.115 0.438 -2.298
O -4.357 0.652 -3.687
P -3.641 2.131 -1.745
O -4.999 2.780 -1.333
O -3.018 2.871 -2.974
O -2.636 2.175 -0.607
P -2.621 -0.610 -2.036
O -2.983 -1.846 -2.936
O -1.409 0.204 -2.485
O -2.433 -0.881 -0.553
H -6.195 0.543 -1.735
H -5.152 -0.180 -0.489
H -5.564 -1.102 -1.934
H -4.638 -0.174 -4.104
H -5.017 3.730 -1.133
H -3.382 2.588 -3.833
H -2.471 -2.661 -2.826
```

Computed properties:
Lowest unoccupied orbital energy in eV: -7.04
Charge: +2
Gap between HOMO and LUMO in Ha: 0.267
Molar mass in g mol⁻¹: 632.173
Energy relative to the best compared isomer or geometry (same formula, charge and spin) in kcal per mole: 0.00
HOMO in eV: -14.30
Energy in hartree: -2501.3914

Record 3
Here is a molecular structure, C20H19IrN7OS from the Open Molecules 2025 dataset. Energies are from the ωB97M-V functional and the def2-TZVPD basis.

```
49
Properties=species:S:1:pos:R:3
Ir -0.642 -0.194 -0.694
C 1.761 2.651 -2.877
C 0.701 1.779 -2.297
N 0.932 0.785 -1.517
N 2.208 1.645 0.203
C 1.994 0.464 1.137
N 2.721 0.492 2.342
S 0.151 0.498 1.390
C -0.730 1.992 -2.615
C -1.151 2.900 -3.562
C -2.507 3.034 -3.828
C -3.401 2.243 -3.134
C -2.908 1.342 -2.204
N -1.608 1.224 -1.926
H 2.735 2.378 -2.486
H 1.573 3.701 -2.645
H 1.768 2.543 -3.964
H 2.481 1.275 2.936
H 2.676 -0.378 2.855
H -0.418 3.486 -4.098
H -2.857 3.730 -4.578
H -4.465 2.309 -3.303
H -3.576 0.685 -1.665
O 0.242 -3.999 0.329
C -0.243 -2.897 0.142
N 0.412 -1.774 -0.194
C 1.844 -1.797 -0.267
C 2.482 -0.443 -0.034
C 3.989 -0.598 -0.075
C 4.884 0.383 0.014
C 4.634 1.821 0.198
C 3.438 2.391 0.299
N 2.185 0.738 -0.912
C -1.710 -2.626 0.376
C -2.531 -3.592 0.915
C -3.826 -3.247 1.267
C -4.242 -1.936 1.089
C -3.374 -1.031 0.512
N -2.137 -1.371 0.135
H 2.198 -2.168 -1.237
H 2.217 -2.490 0.493
H 4.347 -1.614 -0.203
H 5.928 0.103 -0.046
H 5.509 2.459 0.245
H 3.315 3.456 0.441
H -2.122 -4.581 1.066
H -4.496 -3.982 1.693
H -5.227 -1.611 1.392
H -3.662 0.000 0.360
```

Computed properties:
Lowest unoccupied orbital energy in eV: -4.44
Charge: +1
Gap between HOMO and LUMO in Ha: 0.230
Molar mass in g mol⁻¹: 597.704
Energy relative to the best compared isomer or geometry (same formula, charge and spin) in kcal per mole: 3.17
HOMO in eV: -10.69
Energy in hartree: -1734.3205

Record 4
Here is a single C20H19N5O2S3 molecule from the Open Molecules 2025 dataset. Energies are from the ωB97M-V functional and the def2-TZVPD basis.

```
49
Properties=species:S:1:pos:R:3
C -0.228 0.471 4.259
C -1.247 1.117 3.725
C -1.598 1.154 2.265
N -0.762 0.320 1.449
C -0.730 -1.048 1.367
C -1.607 -1.951 2.137
S -2.660 -2.976 1.035
C -3.297 -1.758 -0.011
N -3.121 -0.497 0.147
C -3.699 0.224 -0.860
C -3.659 1.608 -0.996
C -4.295 2.186 -2.075
C -4.968 1.411 -3.015
C -5.015 0.035 -2.902
C -4.376 -0.553 -1.825
S -4.239 -2.245 -1.423
N 0.174 -1.422 0.506
N 0.750 -0.323 -0.002
C 0.189 0.719 0.562
S 0.549 2.389 0.256
C 1.608 2.251 -1.219
C 3.074 1.970 -0.882
O 3.931 2.819 -1.001
N 3.284 0.714 -0.466
C 4.592 0.203 -0.128
C 4.791 -1.157 -0.714
C 3.944 -2.221 -0.823
C 4.682 -3.245 -1.467
C 5.918 -2.728 -1.696
O 5.993 -1.463 -1.246
H -0.037 0.500 5.317
H 0.463 -0.110 3.670
H -1.918 1.698 4.342
H -1.493 2.181 1.899
H -2.640 0.845 2.115
H -2.255 -1.396 2.811
H -1.023 -2.685 2.692
H -3.133 2.203 -0.267
H -4.269 3.259 -2.192
H -5.458 1.891 -3.848
H -5.531 -0.570 -3.630
H 1.537 3.222 -1.708
H 1.186 1.468 -1.847
H 2.488 0.076 -0.393
H 5.343 0.895 -0.521
H 4.702 0.161 0.966
H 2.925 -2.275 -0.496
H 4.335 -4.226 -1.720
H 6.798 -3.139 -2.150
```

Computed properties:
Lowest unoccupied orbital energy in eV: 0.43
SMILES string: C=CCn1c(CSc2nc3ccccc3s2)nnc1SCC(=O)NCc1ccco1
Gap between HOMO and LUMO in Ha: 0.322
Molar mass in g mol⁻¹: 457.606
HOMO in eV: -8.35
Energy in hartree: -2392.3496